(1)
16
Properties=species:S:1:pos:R:3:forces:R:3:nbo_charge:R:1 method="wB97M-V/def2-TZVPD" smiles="C/[NH+]=C/C1CC1" homo_energy_ev=-15.02 largest_force_ev_per_a=3.2 charge=+1
C 1.2188 0.8217 0.0790 -1.7 -0.6 -1.4 -0.339
C -0.2753 0.8324 0.0444 1.1 -1.8 0.5 0.305
C 2.0129 -0.2591 -0.7404 -2.9 -1.0 -1.0 -0.352
C 1.8803 -0.4154 0.6975 1.7 0.6 1.2 -0.369
C -2.5286 -0.1145 0.0533 -1.1 0.4 -2.2 -0.438
N -1.1007 -0.1861 -0.0228 1.8 0.1 0.7 -0.445
H 1.5770 1.8149 -0.0862 0.6 0.4 1.0 0.269
H -0.7217 1.7873 0.2716 -0.4 0.2 -0.3 0.232
H 1.3631 -0.7306 -1.5192 0.6 -0.1 1.1 0.223
H 2.9636 -0.0499 -1.1351 1.0 0.8 -0.2 0.254
H 1.3019 -1.1372 1.2725 -0.2 0.2 -0.5 0.244
H 2.8333 -0.1652 1.2125 -0.9 -0.2 -0.2 0.262
H -2.8402 0.8767 -0.2177 -0.2 0.8 0.6 0.230
H -2.7862 -0.6143 -0.8930 -0.8 -0.5 0.7 0.235
H -3.0475 -0.4826 0.9383 0.5 -0.2 -0.1 0.255
H -0.8274 -1.1705 -0.1922 0.7 1.1 0.2 0.435



(2)
54
Properties=species:S:1:pos:R:3:forces:R:3:mulliken_spin:R:1 method="wB97M-V/def2-TZVPD" spin_multiplicity=4 homo_energy_ev="-12.45 / -14.06" largest_force_ev_per_a=3.9 s_squared=3.78 charge=+2
P 0.3322 -2.4900 0.9485 0.8 -2.1 -1.3 0.743
P -0.2199 2.2710 1.9291 0.1 -0.9 1.2 -0.004
C 0.3107 0.0391 -0.0166 0.6 -0.6 0.0 0.032
C 0.5476 1.4797 0.5109 0.0 -0.9 -0.8 0.078
H -0.6232 0.0025 -0.5838 0.5 -0.4 0.0 -0.039
H 1.1715 -0.4777 -0.4686 -0.5 1.2 -0.5 0.018
H 1.6096 1.6946 0.3940 0.0 0.0 0.9 0.010
H 0.1030 2.1248 -0.2422 -0.4 0.2 -0.2 -0.010
C -1.8770 2.9476 1.5613 -0.4 0.1 0.2 0.008
H -2.2350 3.6724 2.3233 0.5 -0.5 -0.2 0.000
H -2.6745 2.1944 1.4066 0.7 0.1 0.2 -0.005
H -1.7953 3.5126 0.6130 0.2 -0.2 0.4 0.001
C 0.9992 3.5490 2.1435 0.1 0.4 0.5 0.001
H 0.7240 4.3314 1.4166 0.1 -0.1 0.3 0.002
H 1.9882 3.1438 1.8553 -0.6 0.3 0.5 -0.002
H 1.0020 3.9613 3.1596 0.1 0.1 -0.3 -0.001
C -0.9897 -3.5141 0.3375 -0.2 -0.5 -0.2 -0.018
H -1.1813 -4.3929 0.9611 0.0 0.0 -0.3 0.033
H -0.7284 -3.7810 -0.6873 -0.2 -0.5 0.1 0.016
H -1.8861 -2.8858 0.2886 0.1 -0.2 0.1 -0.009
C 1.9950 -3.0133 0.5151 0.3 -0.2 -0.3 -0.026
H 2.7082 -2.2043 0.7235 -0.3 -0.2 0.1 -0.007
H 2.0001 -3.1762 -0.5629 0.4 -0.4 0.2 0.020
H 2.3198 -3.9152 1.0495 -0.1 0.2 -0.2 0.029
Re -0.1002 -0.5622 1.8156 -1.2 1.8 3.2 2.121
C 0.4870 1.4023 -2.3770 -1.2 0.9 -0.4 0.008
C -0.8533 1.4234 -2.2198 1.2 0.7 -0.9 0.000
C -1.8505 0.6394 -3.0033 -0.8 -0.2 -0.1 -0.003
C -1.4978 -0.8340 -3.3149 -0.3 0.6 -0.5 0.002
C -0.6748 -1.5407 -2.2897 0.5 -0.6 -0.5 0.003
C 0.6626 -1.6063 -2.3562 -0.9 -0.7 -0.7 0.056
C 1.5513 -0.7978 -3.2490 0.6 0.0 -0.4 0.007
C 1.2260 0.6980 -3.4555 0.3 0.0 -0.6 0.001
C 0.0613 -2.0183 3.3493 0.1 -0.2 -0.9 0.014
H 1.1369 2.0645 -1.8015 -0.4 0.0 0.0 -0.001
H -1.3405 2.1531 -1.5652 0.4 -0.1 0.2 0.002
H -2.0715 1.1400 -3.9618 0.1 0.0 0.3 -0.002
H -2.7977 0.6687 -2.4397 0.2 0.0 -0.2 0.000
H -2.4448 -1.3734 -3.4676 0.3 0.1 0.1 0.000
H -0.9986 -0.8643 -4.2926 0.1 -0.1 0.3 0.001
H -1.2289 -2.1118 -1.5398 0.3 0.1 -0.5 -0.039
H 1.1849 -2.4036 -1.8336 -0.2 0.4 0.2 -0.013
H 1.6221 -1.2279 -4.2603 0.0 -0.2 0.3 0.001
H 2.5714 -0.8709 -2.8405 -0.2 0.0 -0.1 0.000
H 2.1840 1.2279 -3.5756 -0.3 -0.2 -0.1 -0.001
H 0.6981 0.8495 -4.4049 0.0 -0.2 0.2 0.001
H 0.9337 -1.6015 3.8828 -0.3 -0.5 0.1 -0.004
H 0.1541 -3.1027 3.1259 -0.2 0.7 1.1 -0.006
H -0.9260 -1.7343 3.7724 0.2 -0.3 0.2 -0.007
C -0.2721 1.0574 4.6221 0.1 0.8 0.8 0.015
O -0.1803 1.0975 3.1567 0.0 1.9 -0.6 -0.017
H 0.6593 1.4606 5.0246 -0.2 0.2 -0.1 -0.003
H -0.3611 0.0308 5.0293 -0.2 0.5 -0.9 -0.009
H -1.1353 1.6631 4.8942 0.1 -0.1 0.2 0.002



(3)
14
Properties=species:S:1:pos:R:3:forces:R:3:nbo_charge:R:1 method="wB97M-V/def2-TZVPD" smiles="C[C@H](C#[NH+])/N=C/O" homo_energy_ev=-15.00 largest_force_ev_per_a=8.0 charge=+1
C 0.9106 -0.7228 -0.6629 1.7 -5.4 -0.7 0.704
C 0.1813 0.1452 1.8576 -1.2 -0.7 0.3 0.460
C 0.1370 0.5251 -0.4792 0.3 -1.2 0.2 -0.193
C -0.8956 0.8216 -1.5535 -1.5 -1.1 -0.3 -0.616
N -0.5090 0.1431 0.8210 -0.9 1.2 -3.2 -0.492
N 1.4100 -1.8068 -0.6668 -3.5 7.2 0.2 -0.452
O -0.4191 -0.2436 2.9541 0.9 0.0 1.4 -0.615
H 1.2170 0.3620 1.7766 1.1 0.3 1.3 0.169
H 0.9563 1.2548 -0.5979 -0.3 0.5 1.0 0.270
H -1.6676 1.5075 -1.1857 0.7 0.2 0.2 0.272
H -1.5098 -0.0509 -1.8328 0.4 -0.1 0.4 0.243
H -0.4880 1.1418 -2.4913 0.5 0.6 -0.2 0.244
H 2.0218 -2.5488 -0.7490 1.4 -1.8 -0.2 0.484
H -1.3449 -0.5280 2.8098 0.5 0.4 -0.3 0.522



(4)
99
Properties=species:S:1:pos:R:3:forces:R:3:lowdin_charge:R:1 method="wB97M-V/def2-TZVPD" homo_energy_ev=-15.89 largest_force_ev_per_a=1.7 charge=+3
Hf 0.1329 0.1992 -0.0059 -1.2 -0.1 1.1 1.608
C -1.4787 2.6119 6.8550 0.1 0.1 0.3 -0.019
C -1.4709 2.1197 5.4503 0.1 -0.2 -0.2 -0.237
C -2.6328 1.8953 4.7398 0.4 0.0 -0.3 0.065
C -2.6277 1.4200 3.4106 0.9 -0.2 0.0 -0.101
C -3.8779 1.3538 2.7650 -0.2 -0.1 -0.3 0.032
N -4.0694 1.0352 1.5203 0.6 0.1 0.2 0.088
C -5.3582 1.0948 0.8714 -0.8 -0.2 -0.3 -0.131
C -5.9350 -0.2862 0.5260 0.1 0.0 -0.2 -0.121
C -5.5754 -0.8098 -0.8652 -0.8 0.3 0.1 -0.147
N -4.2332 -1.3450 -0.9118 0.6 -0.1 0.1 0.093
C -3.9227 -2.4938 -1.4287 -0.1 0.2 0.1 0.039
C -2.6626 -3.1266 -1.3637 0.9 0.2 0.3 -0.098
C -2.5945 -4.4533 -1.8448 0.3 0.2 0.3 0.066
C -1.4751 -5.2473 -1.6878 0.0 0.2 0.1 -0.235
C -1.4126 -6.6557 -2.1725 0.1 -0.2 -0.1 -0.021
C -0.3917 -4.6870 -1.0145 -0.4 0.2 -0.1 0.072
C -0.3716 -3.3593 -0.5686 -0.5 0.2 -0.2 -0.126
C 0.8168 -2.9364 0.1068 -0.1 -0.2 0.0 -0.120
N 1.1679 -1.7572 0.4965 -0.2 -0.1 -0.2 -0.098
C 2.4706 -1.7262 1.1725 0.6 0.0 0.2 -0.212
C 3.2872 -0.5076 0.7529 -0.2 -0.1 0.3 -0.207
C 2.9106 0.7368 1.5490 0.7 0.0 -0.2 -0.209
N 1.4689 0.8002 1.7719 -0.2 -0.1 0.3 -0.111
C 1.1204 1.1676 2.9560 0.1 -0.1 -0.1 -0.085
C -0.1945 1.3684 3.4849 -0.7 -0.1 -0.2 -0.136
C -0.2700 1.8625 4.7935 -0.4 -0.1 -0.2 0.063
C -1.3878 1.0792 2.7526 0.1 0.5 0.9 -0.277
O -1.3707 0.5408 1.5743 0.5 -0.4 -0.7 -0.225
C -1.5075 -2.5135 -0.7538 0.0 -0.9 -0.2 -0.271
O -1.5073 -1.2727 -0.3786 0.4 0.5 0.2 -0.200
H -2.4775 2.5734 7.2797 0.0 0.0 0.1 0.092
H -1.1245 3.6412 6.9034 0.0 0.1 0.0 0.101
H -0.8115 2.0116 7.4714 0.0 0.0 0.1 0.099
H -3.5843 2.1017 5.2073 -0.2 0.0 0.1 0.138
H -4.7567 1.6311 3.3420 0.0 0.0 -0.1 0.163
H -3.2231 0.7925 0.9955 -0.1 0.1 0.2 0.124
H -5.2662 1.6983 -0.0342 0.0 0.1 0.1 0.133
H -6.0499 1.6036 1.5468 0.2 0.0 -0.1 0.138
H -7.0211 -0.2057 0.5676 0.0 0.0 0.0 0.134
H -5.6354 -1.0135 1.2827 -0.1 0.0 0.1 0.130
H -5.6853 -0.0151 -1.6102 0.0 -0.1 0.0 0.105
H -6.2679 -1.6071 -1.1422 0.1 0.0 0.0 0.142
H -3.4792 -0.8329 -0.4513 0.0 -0.3 -0.2 0.124
H -4.7269 -3.0364 -1.9117 -0.1 0.0 0.0 0.162
H -3.4684 -4.8704 -2.3211 -0.2 -0.1 -0.1 0.137
H -2.3554 -6.9774 -2.6002 -0.1 0.0 -0.1 0.090
H -1.1572 -7.3348 -1.3614 0.0 -0.1 0.0 0.099
H -0.6395 -6.7547 -2.9315 0.0 -0.1 -0.1 0.098
H 0.4729 -5.3126 -0.8275 0.1 0.0 0.0 0.144
H 1.5049 -3.7633 0.3044 0.0 0.2 0.1 0.137
H 3.0379 -2.6298 0.9216 -0.2 0.1 0.1 0.118
H 2.3066 -1.7338 2.2567 0.0 0.0 -0.1 0.138
H 3.1411 -0.3489 -0.3156 0.1 -0.1 0.0 0.000
H 4.3423 -0.7256 0.9137 0.1 0.1 -0.1 0.139
H 3.2178 1.6394 1.0073 0.0 -0.1 0.1 0.103
H 3.4484 0.7306 2.5045 -0.2 0.1 -0.1 0.136
H 1.9085 1.3934 3.6790 0.1 -0.1 -0.1 0.148
H 0.6488 2.0559 5.3272 0.2 0.0 0.1 0.142
C 3.7204 1.5238 -2.0566 -0.2 -0.4 0.3 -0.234
P 1.9281 1.7173 -1.6825 0.5 0.9 -0.7 0.824
C 1.3084 1.9253 -3.4039 -0.2 -0.2 0.3 -0.230
C 1.9484 3.4903 -1.1415 -0.2 -0.2 0.1 -0.397
C 0.5579 4.0442 -0.8577 0.0 -0.3 0.2 -0.401
P -0.1879 3.2346 0.6434 0.1 1.4 -0.6 0.874
C 0.5242 4.3725 1.9170 0.0 -0.5 0.0 -0.228
C -1.8784 3.9739 0.5509 0.2 -0.5 0.1 -0.226
H 4.0164 2.2865 -2.7758 -0.1 0.1 0.0 0.067
H 3.9192 0.5460 -2.4910 0.0 -0.1 0.0 0.021
H 4.3308 1.6376 -1.1634 0.0 0.0 0.1 0.051
H 1.8299 2.7572 -3.8800 0.0 0.0 0.1 0.070
H 0.2386 2.1210 -3.4131 0.0 0.0 0.0 0.032
H 1.5020 1.0258 -3.9858 0.0 -0.1 0.0 0.037
H 2.4392 4.0713 -1.9307 0.0 -0.2 0.1 0.103
H 2.5626 3.5770 -0.2397 0.1 0.0 -0.1 0.075
H -0.1067 3.8765 -1.7061 0.0 0.1 0.0 0.072
H 0.6272 5.1217 -0.6896 -0.1 -0.1 0.0 0.097
H 0.3698 5.4106 1.6231 0.0 0.0 0.0 0.061
H 1.5935 4.2000 2.0283 0.1 0.0 0.1 0.046
H 0.0481 4.2098 2.8812 0.0 0.0 0.1 0.038
H -1.8134 5.0315 0.2992 0.1 0.0 0.0 0.064
H -2.3618 3.8756 1.5226 -0.1 0.0 0.0 0.040
H -2.4818 3.4730 -0.2032 -0.1 0.0 0.0 0.021
N -1.1283 1.3188 -1.2388 -0.6 0.0 -0.8 -0.071
C -2.1449 1.3708 -1.8534 0.7 0.3 0.3 -0.337
N -3.2219 1.5829 -2.4024 0.1 1.1 0.6 0.157
C -3.9636 0.9326 -3.2448 0.0 -0.6 -0.2 -0.360
N -4.6690 0.3086 -3.8995 -0.5 -0.4 -0.6 0.176
Br 2.9861 -2.3220 -2.2560 0.1 0.0 -0.2 0.913
C 1.4711 -1.7742 -3.2563 0.1 0.2 0.3 -0.699
C 1.5143 -1.9817 -4.6262 -0.1 0.0 0.0 -0.082
C 0.4196 -1.5934 -5.3795 0.0 0.1 0.3 -0.007
C -0.6914 -1.1031 -4.7052 0.1 -0.1 0.0 -0.013
C -0.6285 -0.9640 -3.3324 -0.2 0.1 -0.2 -0.154
N 0.4562 -1.2241 -2.5884 0.1 0.0 -0.1 0.007
H 2.3842 -2.4335 -5.0762 0.1 0.0 0.0 0.116
H 0.4352 -1.6764 -6.4550 0.0 -0.1 -0.1 0.132
H -1.5912 -0.8252 -5.2300 -0.1 0.0 0.0 0.121
H -1.4941 -0.6189 -2.7886 0.0 0.0 -0.1 0.072